Record 1
# Cl2H2NOP

2 unconnected molecules or ions with the total composition Cl2H2NOP (the ωB97M-V functional and the def2-TZVPD basis, the OMol25 dataset).

For the HOMO energy (spin up / spin down), the calculation gives -0.286 / -0.391 hartree. Its spin multiplicity is 3. The relative energy (zero: lowest compared OMol25 entry of this formula, charge and spin) is 21.0 kcal per mole.

XYZ file:
```
7
Cl2H2NOP the ωB97M-V functional and the def2-TZVPD basis
N 0.3483 -0.3230 0.3828
O -0.4218 0.5336 -0.3599
P 0.8652 -3.1404 0.2973
Cl 2.4486 -2.9821 -0.9568
Cl 1.7534 -2.6323 2.0581
H 0.0752 0.8787 -1.1133
H -0.0849 -0.2742 1.2245
```



Record 2
# C50H48MgN4O2S2

A molecular structure, C50H48MgN4O2S2 (the ωB97M-V functional and the def2-TZVPD basis, the OMol25 dataset).

Its charge is +2. For the HOMO energy, the calculation gives -0.442 hartree. The relative energy (zero: lowest compared OMol25 entry of this formula, charge and spin) is 18.2 kcal per mole.

XYZ file:
```
107
C50H48MgN4O2S2 the ωB97M-V functional and the def2-TZVPD basis
Mg -1.1783 -1.0933 -0.6171
C 6.6566 0.6891 -3.2553
C 5.5098 0.2215 -2.4043
C 4.1959 0.4235 -2.8166
C 3.1244 0.0030 -2.0438
C 3.3860 -0.6363 -0.8440
C 4.6847 -0.8770 -0.4133
C 5.7379 -0.4374 -1.1958
S 2.0503 -1.2019 0.1693
O 0.8026 -0.8387 -0.6368
C 2.1464 -0.1931 1.6338
C 2.2591 -0.9720 2.8099
C 2.3250 -0.3575 4.0245
C 2.2557 1.0518 4.1204
C 2.2881 1.7025 5.3806
C 2.2019 3.0592 5.4600
C 2.0795 3.8386 4.2837
C 2.0487 3.2451 3.0584
C 2.1378 1.8299 2.9417
C 2.0925 1.1847 1.6746
C 1.9515 2.0212 0.4422
C 3.0922 2.6880 -0.1005
C 4.3818 2.5625 0.4774
C 5.4504 3.2068 -0.0740
C 5.2872 4.0067 -1.2282
C 4.0594 4.1370 -1.8073
C 2.9305 3.4788 -1.2605
C 1.6509 3.5773 -1.8708
C 0.5689 2.9469 -1.3380
C 0.7343 2.1932 -0.1541
S -0.6513 1.3749 0.5939
O -1.5136 0.8947 -0.5914
C -1.4981 2.6884 1.3870
C -2.0686 3.7490 0.6882
C -2.6957 4.7505 1.4011
C -2.7614 4.7142 2.7984
C -3.4705 5.8056 3.5495
C -2.1876 3.6392 3.4688
C -1.5619 2.6159 2.7708
H 6.3838 1.5737 -3.8296
H 6.9481 -0.0872 -3.9655
H 7.5308 0.9263 -2.6506
H 4.0044 0.9397 -3.7497
H 2.1051 0.1834 -2.3563
H 4.8761 -1.3860 0.5246
H 6.7549 -0.6050 -0.8631
H 2.2961 -2.0519 2.7372
H 2.4229 -0.9430 4.9300
H 2.3840 1.1016 6.2762
H 2.2285 3.5482 6.4246
H 2.0086 4.9154 4.3615
H 1.9523 3.8506 2.1665
H 4.5115 1.9556 1.3644
H 6.4293 3.1123 0.3775
H 6.1424 4.5202 -1.6475
H 3.9295 4.7498 -2.6911
H 1.5475 4.1706 -2.7714
H -0.4041 3.0072 -1.8064
H -2.0330 3.7862 -0.3925
H -3.1443 5.5815 0.8705
H -3.3883 6.7589 3.0293
H -3.0680 5.9229 4.5544
H -4.5331 5.5738 3.6452
H -2.2373 3.5952 4.5498
H -1.1324 1.7690 3.2934
C -3.8324 -1.1370 -2.6112
N -3.1377 -1.3885 -1.3332
C -3.8191 -1.2019 -0.2429
C -3.2327 -1.3253 1.0529
C -3.8034 -1.1000 2.3038
C -2.7832 -1.2831 3.2401
C -1.6379 -1.5989 2.5094
N -1.8816 -1.6364 1.1844
C -4.8124 -2.2310 -2.9464
C -6.1451 -2.1647 -2.5575
C -7.0101 -3.2202 -2.8178
C -6.5538 -4.3514 -3.4781
C -5.2295 -4.4205 -3.8913
C -4.3702 -3.3644 -3.6248
H -3.0747 -1.1011 -3.3962
H -4.3127 -0.1565 -2.5921
H -4.8676 -0.9045 -0.2793
H -4.8338 -0.8447 2.4979
H -2.8584 -1.2027 4.3124
H -0.6441 -1.7873 2.8949
H -6.5209 -1.2747 -2.0664
H -8.0470 -3.1522 -2.5167
H -7.2328 -5.1659 -3.6915
H -4.8818 -5.2836 -4.4456
H -3.3471 -3.3937 -3.9926
N -0.6340 -6.1770 -1.7894
C -1.0890 -5.2396 -2.8836
C -0.5757 -3.8406 -2.5800
N -0.9873 -3.3669 -1.2591
C -0.5663 -4.2903 -0.2040
C -1.0828 -5.6996 -0.4254
H 0.3874 -6.2318 -1.8012
H -0.9757 -7.1226 -1.9671
H -2.1791 -5.2719 -2.8758
H -0.7215 -5.6313 -3.8302
H -0.9453 -3.1666 -3.3526
H 0.5173 -3.8172 -2.6318
H -2.0060 -3.2659 -1.2425
H -0.9342 -3.9203 0.7530
H 0.5280 -4.2910 -0.1599
H -2.1724 -5.7297 -0.4382
H -0.7116 -6.4089 0.3116
```



Record 3
# C40H55CaN7O4

A molecular structure, C40H55CaN7O4 (the ωB97M-V functional and the def2-TZVPD basis, the OMol25 dataset).

For the HOMO energy, the calculation gives -0.225 hartree. The relative energy (zero: lowest compared OMol25 entry of this formula, charge and spin) is 9.8 kcal per mole.

XYZ file:
```
107
C40H55CaN7O4 the ωB97M-V functional and the def2-TZVPD basis
Ca 0.0241 -0.1422 -0.1364
C -4.6392 -4.6652 -0.5077
C -3.3029 -4.7076 -1.2471
C -2.7176 -3.3478 -1.4520
C -2.7639 -2.5686 -2.5644
C -3.4084 -2.8648 -3.8799
C -4.7881 -2.2268 -4.0177
C -2.1057 -1.3055 -2.2202
C -1.9102 -0.2066 -3.0653
C -1.3297 1.0515 -2.7789
C -1.1859 2.1594 -3.7203
C -1.6785 2.1585 -5.1319
C -3.1837 2.3907 -5.2338
C -0.6019 3.1819 -3.0328
C -0.3887 2.7009 -1.6734
C 0.1316 3.4277 -0.6025
C 0.3379 3.0337 0.7375
N 0.2777 1.7594 1.1895
C 0.4143 1.7663 2.5358
C 0.2777 0.6362 3.3713
C -0.1852 -0.6423 3.0757
N -0.6192 -1.0361 1.8515
C -1.1079 -2.2840 1.9381
C -1.7369 -2.9852 0.8838
C -2.0284 -2.5676 -0.4201
N -1.7075 -1.3631 -0.9341
C -0.9442 -2.7608 3.3087
C -0.3817 -1.7406 4.0135
C 0.0100 -1.7265 5.4549
C 1.5088 -1.9249 5.6615
C -1.3949 -4.0932 3.8182
C -2.8831 -4.1106 4.1580
C 0.6337 3.1275 2.9787
C 0.5887 3.9181 1.8564
C 0.6739 5.4098 1.7767
C -0.6932 6.0808 1.6828
C 0.7780 3.5612 4.4041
C -0.5616 3.6979 5.1236
N -0.8404 1.4237 -1.5880
C -0.3048 4.5670 -3.5121
C -1.4076 5.5607 -3.1589
H -5.0412 -5.6668 -0.3540
H -4.5298 -4.1886 0.4665
H -5.3724 -4.0858 -1.0697
H -2.5967 -5.3303 -0.6889
H -3.4325 -5.2007 -2.2139
H -2.7644 -2.5138 -4.6919
H -3.4884 -3.9468 -4.0112
H -4.7351 -1.1483 -3.8697
H -5.2165 -2.4152 -5.0017
H -5.4741 -2.6204 -3.2676
H -2.2717 -0.3284 -4.0799
H -1.1487 2.9262 -5.7025
H -1.4277 1.2060 -5.6094
H -3.4538 3.3676 -4.8329
H -3.5241 2.3419 -6.2678
H -3.7311 1.6438 -4.6597
H 0.3443 4.4712 -0.8143
H 0.5036 0.8108 4.4192
H -2.0635 -3.9890 1.1326
H -0.3006 -0.7795 5.9096
H -0.5408 -2.5041 5.9901
H 2.0812 -1.1556 5.1424
H 1.7682 -1.8911 6.7195
H 1.8302 -2.8870 5.2615
H -1.1768 -4.8635 3.0732
H -0.8106 -4.3657 4.7004
H -3.4829 -3.8437 3.2878
H -3.2066 -5.0915 4.5064
H -3.1074 -3.3817 4.9374
H 1.2098 5.7931 2.6502
H 1.2769 5.6988 0.9087
H -1.2936 5.8646 2.5667
H -0.5998 7.1623 1.5902
H -1.2463 5.7098 0.8201
H 1.4063 2.8455 4.9447
H 1.3130 4.5152 4.4470
H -1.1038 2.7523 5.1129
H -0.4238 4.0014 6.1615
H -1.1936 4.4385 4.6324
H 0.6421 4.9091 -3.0826
H -0.1528 4.5541 -4.5948
H -1.5693 5.5941 -2.0814
H -1.1615 6.5670 -3.4970
H -2.3532 5.2704 -3.6167
C 3.8702 -3.5484 -2.6674
O 2.9195 -3.2281 -1.6567
C 2.2429 -2.0756 -1.7111
O 1.3887 -1.8530 -0.8904
N 2.5402 -1.2181 -2.7288
N 1.8921 0.0313 -2.6687
H 4.1919 -4.5642 -2.4550
H 4.7404 -2.8890 -2.6113
H 3.4132 -3.5045 -3.6572
H 3.4836 -1.2391 -3.0943
H 1.7963 0.4013 -3.6061
H 2.4575 0.6524 -2.0925
N 3.8478 3.0087 2.1569
C 3.7675 2.5319 0.7841
C 3.6041 1.0241 0.7430
O 3.8080 0.4087 1.8971
O 3.3505 0.4072 -0.2676
H 4.5232 3.7509 2.2687
H 3.9892 1.1305 2.5453
H 2.9360 3.3384 2.4639
H 4.6931 2.7466 0.2422
H 2.9405 2.9636 0.2105
```



Record 4
# C34H62N6O8S2

10 unconnected molecules or ions with the total composition C34H62N6O8S2 (the ωB97M-V functional and the def2-TZVPD basis, the OMol25 dataset).

For the HOMO energy, the calculation gives -0.343 hartree.

XYZ file:
```
112
C34H62N6O8S2 the ωB97M-V functional and the def2-TZVPD basis
C 21.6132 11.7844 16.1970
C 22.4412 11.9369 15.0004
O 21.5839 12.1451 13.8968
C 20.2761 12.3173 14.3750
O 19.2672 12.4929 13.7208
O 20.3178 12.0562 15.7362
H 21.8382 12.6454 16.8263
H 21.5966 10.9513 16.8997
H 22.9434 10.9884 14.8100
H 23.0698 12.8118 15.1666
C 22.3810 8.3457 21.4240
C 23.8683 8.5938 21.4920
O 24.0390 9.1962 20.2659
C 22.9730 9.9330 19.9287
O 22.9497 10.7562 19.0287
O 21.9159 9.4125 20.6561
H 22.0373 8.5121 22.4450
H 22.2130 7.4055 20.8988
H 24.2292 7.5750 21.6326
H 23.9314 9.2589 22.3533
C 28.0303 11.8766 20.3293
C 27.0988 12.3128 21.5513
C 26.8619 11.3294 22.7908
C 27.8635 11.3068 23.8749
N 28.6751 11.2931 24.7320
H 28.1420 12.5117 19.4504
H 27.7026 10.8703 20.0685
H 29.0540 11.8246 20.7001
H 26.1040 12.5168 21.1552
H 27.5326 13.2576 21.8788
H 26.9966 10.3784 22.2756
H 25.8434 11.4093 23.1708
C 21.5117 7.8123 15.2246
C 20.6385 6.6772 14.6667
C 19.4119 7.0981 13.8680
C 18.3658 7.7903 14.6306
N 17.5365 8.3408 15.1806
H 20.9078 8.4437 15.8763
H 21.9094 8.2935 14.3311
H 22.3802 7.3634 15.7066
H 20.2971 6.0390 15.4817
H 21.1737 5.9878 14.0138
H 19.0301 6.2120 13.3608
H 19.5198 7.8746 13.1107
C 26.9431 12.2581 11.9131
C 25.8551 13.3814 11.7000
C 25.1170 13.8031 13.0110
C 25.9174 14.1759 14.1768
N 26.4461 14.5821 15.1143
H 26.4445 11.2944 12.0168
H 27.5729 12.2916 12.8021
H 27.6440 12.2879 11.0789
H 25.1283 13.0076 10.9789
H 26.3649 14.1691 11.1453
H 24.3070 13.0824 13.1230
H 24.5905 14.6926 12.6650
C 25.0530 8.3072 12.1452
C 24.2229 9.0493 11.1647
C 23.2950 10.1569 11.7953
C 22.7146 11.0775 10.8314
N 22.3703 11.8455 10.0169
H 24.4122 7.7295 12.8114
H 25.7474 8.8718 12.7674
H 25.6646 7.6423 11.5354
H 23.4794 8.4439 10.6464
H 24.9180 9.4901 10.4501
H 23.7144 10.7761 12.5882
H 22.5661 9.5310 12.3103
C 27.5451 7.3067 18.2858
C 27.0307 5.9637 18.8267
C 26.9190 5.8266 20.3340
C 27.0413 7.1034 21.0315
N 27.1347 8.1766 21.5163
H 27.3312 7.3650 17.2186
H 28.6262 7.3892 18.3972
H 27.0820 8.1941 18.7172
H 27.4813 5.1413 18.2711
H 26.0174 5.7802 18.4692
H 27.4470 5.0450 20.8802
H 25.8643 5.6026 20.4931
C 21.6662 14.8424 18.8809
C 23.1352 14.5682 19.4813
C 23.2744 13.5008 20.5396
C 22.0364 13.3084 21.3424
N 21.0943 13.1982 22.0513
H 21.6948 15.4765 17.9948
H 21.0403 15.4050 19.5736
H 21.1849 13.9503 18.4801
H 23.6024 15.5029 19.7914
H 23.8231 14.2289 18.7069
H 24.0781 13.7655 21.2267
H 23.7254 12.5848 20.1580
C 22.6352 4.3424 17.3126
S 22.5525 5.6009 18.6162
O 23.2953 6.8832 18.1606
C 20.7490 5.9483 18.4813
H 23.6154 3.8685 17.2590
H 22.4979 4.7520 16.3119
H 21.8466 3.6045 17.4596
H 20.2816 4.9806 18.2986
H 20.3919 6.6115 17.6935
H 20.4306 6.4174 19.4122
C 24.4059 9.0960 16.4215
S 25.8195 10.1970 15.8278
O 25.1307 11.0416 14.7788
C 25.9727 11.3340 17.2758
H 24.4516 9.3409 17.4827
H 24.5260 8.0308 16.2236
H 23.4684 9.4212 15.9705
H 25.1305 11.9990 17.4670
H 26.7938 12.0389 17.1448
H 26.0717 10.7886 18.2143
```



Record 5
# CHN2

2 unconnected molecules or ions with the total composition CHN2 (the ωB97M-V functional and the def2-TZVPD basis, the OMol25 dataset).

Its charge is +1. For the HOMO energy, the calculation gives -0.731 hartree. The relative energy (zero: lowest compared OMol25 entry of this formula, charge and spin) is 56.1 kcal per mole.

XYZ file:
```
4
CHN2 the ωB97M-V functional and the def2-TZVPD basis
C 0.7764 0.8953 -0.9358
N -0.5951 -1.2181 1.7653
N -0.2242 -0.5965 0.9537
H 0.0429 0.9194 -1.7832
```



no.,electronic energy (Ha)
1,-1392.82987
2,-3299.75311
3,-2919.27438
4,-3059.29876
5,-147.65423